11
Properties=species:S:1:pos:R:3:forces:R:3:mulliken_charge:R:1 method="wB97M-V/def2-TZVPD" charge=0 multiplicity=1 lumo_energy_ha=-0.0317 homo_energy_ev=-9.31 de_lowest_ev=2.145 homo_lumo_gap_ha=0.310
S 2.42006 0.27648 -0.00190 0.097 -0.186 0.016 -0.171
C 0.99615 -0.70428 0.00305 0.251 0.958 -0.016 0.223
C -0.25680 -0.22755 0.00287 -0.540 -0.064 -0.147 0.020
C -0.83287 1.09206 -0.01425 0.374 1.186 0.234 -0.100
C -2.16532 0.87538 0.01764 1.031 -0.759 -0.276 -0.648
N -2.43724 -0.52372 -0.00801 0.926 0.023 0.209 -0.345
N -1.32980 -1.15864 -0.00263 -0.575 0.137 -0.058 -0.306
H 3.29670 -0.74817 0.04266 -0.188 0.234 -0.025 0.150
H 1.15714 -1.74922 -0.00227 -0.066 -0.953 0.039 0.439
H -0.29146 2.06827 -0.02084 -0.627 -1.108 0.026 0.273
H -2.96102 1.56826 0.02951 -0.682 0.532 -0.001 0.465



18
Properties=species:S:1:pos:R:3:forces:R:3:mulliken_charge:R:1 method="wB97M-V/def2-TZVPD" charge=0 multiplicity=1 lumo_energy_ha=-0.0051 homo_energy_ev=-9.53 de_lowest_ev=3.186 smiles="C=CN=C.O.O.O" homo_lumo_gap_ha=0.345
C 3.15692 0.50527 2.20286 0.186 0.187 -1.274 -0.711
C 2.39217 0.78636 1.13191 -0.605 0.517 2.150 0.080
N 1.94249 -0.21670 0.28508 1.568 -1.402 -2.279 -0.567
C 1.66251 0.17699 -0.91119 -1.281 1.629 2.074 -0.190
H 3.44657 -0.49990 2.45942 -0.113 -0.259 -0.132 0.284
H 3.75632 1.28424 2.64640 -0.467 0.292 0.446 0.266
H 2.08208 1.82548 0.95198 0.315 -0.218 -0.350 0.216
H 1.73154 -0.29415 -1.88018 -0.349 -1.058 0.360 0.296
H 1.16535 1.15794 -0.86494 0.807 0.504 -1.088 0.242
O -0.53907 -1.62104 0.82876 -0.884 -0.303 0.073 -0.710
H 0.33518 -1.23292 0.75719 0.422 0.064 0.324 0.455
H -0.88883 -1.48810 1.72212 0.426 0.077 -0.351 0.312
O -4.50393 1.35456 -2.37848 -0.494 0.728 0.008 -0.638
H -4.20366 1.20236 -1.48411 0.252 -0.191 0.220 0.322
H -4.22027 0.59414 -2.87030 0.331 -0.571 -0.221 0.316
O -2.49944 -0.92372 -1.18833 0.056 -0.271 0.449 -0.639
H -3.11346 -1.53981 -0.76591 -0.041 0.137 -0.272 0.301
H -1.70246 -1.07099 -0.64229 -0.130 0.139 -0.136 0.365



63
Properties=species:S:1:pos:R:3:forces:R:3:mulliken_charge:R:1 method="wB97M-V/def2-TZVPD" charge=0 multiplicity=1 lumo_energy_ha=0.0256 homo_energy_ev=-8.30 de_lowest_ev=2.804 smiles="COc1ccc(C(=O)N(CCN2CCOCC2)CC(=O)NC2CCCC2)cc1OC" homo_lumo_gap_ha=0.331
C -3.08736 -4.33872 -2.25772 0.025 -0.106 -0.235 -0.955
O -3.14248 -3.69061 -1.01144 0.120 0.286 0.350 -0.444
C -2.20743 -2.74580 -0.73055 -0.106 -0.039 0.117 1.041
C -1.18833 -2.35145 -1.58044 -0.190 -0.199 -0.028 -0.961
C -0.29008 -1.36345 -1.20134 0.035 0.165 0.301 -0.331
C -0.40947 -0.75299 0.03472 -0.005 -0.364 -0.218 -0.505
C 0.58904 0.24126 0.51931 -0.009 -0.012 -0.051 0.143
O 1.25687 0.00473 1.52280 -0.051 -0.099 0.311 -0.842
N 0.74257 1.39607 -0.16510 0.097 0.007 0.094 0.410
C 0.01344 1.78678 -1.35119 -0.323 0.398 -0.414 -0.929
C -0.97381 2.94535 -1.13138 0.134 -0.379 -0.063 -1.185
N -2.20860 2.47820 -0.52699 -0.014 0.094 -0.009 0.310
C -2.15971 2.45018 0.92489 -0.334 -0.199 0.147 -0.388
C -3.43642 1.79189 1.44568 0.354 -0.015 0.121 -0.817
O -4.58376 2.49125 1.02749 -0.100 0.127 0.124 -0.464
C -4.62822 2.55424 -0.37776 0.055 0.191 -0.370 -0.624
C -3.37972 3.22969 -0.94654 -0.276 -0.158 0.136 -0.605
C 1.80688 2.29666 0.25509 0.294 -0.028 0.080 -1.125
C 3.12496 1.82920 -0.38413 -0.451 0.267 0.372 0.437
O 3.58179 2.34942 -1.38266 0.084 0.205 -0.387 -0.700
N 3.66638 0.78764 0.26152 0.176 -0.372 0.324 -0.113
C 4.79729 0.03535 -0.23740 0.114 0.164 -0.350 -0.177
C 5.79650 -0.24883 0.90157 0.114 -0.022 0.003 -0.891
C 5.70636 -1.75506 1.19293 -0.022 -0.062 0.087 -0.619
C 4.40070 -2.20426 0.53876 0.130 -0.088 -0.111 -0.425
C 4.34463 -1.34989 -0.72292 -0.037 0.041 0.065 -0.612
C -1.40322 -1.17426 0.91760 -0.110 -0.054 -0.002 -0.174
C -2.30691 -2.15408 0.55134 -0.068 -0.093 -0.070 0.648
O -3.31187 -2.62499 1.33491 0.124 -0.057 -0.416 -0.466
C -3.40362 -2.16119 2.66017 -0.004 0.096 0.234 -0.730
H -2.14986 -4.89024 -2.38472 -0.031 0.037 0.004 0.364
H -3.91976 -5.04047 -2.25959 0.074 0.036 -0.047 0.245
H -3.20838 -3.63258 -3.08603 0.020 -0.022 0.038 0.364
H -1.07453 -2.81269 -2.54824 -0.039 -0.084 -0.077 0.405
H 0.51367 -1.09551 -1.87142 0.053 0.079 -0.075 0.496
H -0.56208 0.93829 -1.71692 0.102 0.190 -0.036 0.462
H 0.74593 2.08279 -2.10937 -0.021 -0.080 0.001 0.447
H -0.50879 3.75024 -0.54123 -0.023 0.052 -0.073 0.355
H -1.21149 3.35182 -2.11693 0.034 0.031 0.031 0.612
H -1.29544 1.87202 1.24828 -0.010 0.051 0.093 0.150
H -2.08213 3.47102 1.34266 0.046 -0.062 -0.007 0.386
H -3.45604 1.79417 2.53724 0.050 -0.066 -0.046 0.415
H -3.47646 0.75811 1.06992 0.024 0.058 0.078 0.406
H -5.52502 3.12150 -0.63221 0.052 -0.057 -0.053 0.379
H -4.70360 1.53800 -0.79332 -0.018 0.083 -0.006 0.281
H -3.43426 3.22674 -2.03692 -0.019 0.040 0.004 0.438
H -3.34295 4.27542 -0.59269 -0.008 -0.020 -0.054 0.336
H 1.88288 2.27348 1.34466 -0.041 0.069 -0.117 0.488
H 1.58365 3.30669 -0.08517 0.057 -0.099 -0.001 0.478
H 3.13341 0.36795 1.01628 -0.085 0.212 -0.072 0.349
H 5.23052 0.63482 -1.04145 -0.048 -0.105 0.127 0.541
H 5.51855 0.33685 1.77756 0.053 0.058 -0.010 0.303
H 6.80688 0.03943 0.61691 0.029 0.064 0.043 0.299
H 6.54419 -2.27637 0.72757 0.030 -0.050 0.023 0.284
H 5.72837 -1.96750 2.26036 0.085 -0.058 0.030 0.367
H 3.55049 -1.97359 1.18250 -0.097 -0.028 0.053 0.081
H 4.38839 -3.27176 0.32417 -0.091 -0.050 0.054 0.447
H 5.04888 -1.72763 -1.46493 0.044 -0.051 -0.056 0.371
H 3.35202 -1.31406 -1.17031 -0.003 0.030 -0.120 0.106
H -1.44434 -0.72100 1.89487 -0.044 -0.001 0.147 0.619
H -4.22144 -2.72266 3.10893 0.064 0.076 0.014 0.257
H -3.63596 -1.09184 2.70045 0.029 -0.039 -0.008 0.192
H -2.48169 -2.35379 3.21789 -0.023 0.013 -0.025 0.365



20
Properties=species:S:1:pos:R:3:forces:R:3:mulliken_charge:R:1 method="wB97M-V/def2-TZVPD" charge=0 multiplicity=1 lumo_energy_ha=0.0213 homo_energy_ev=-9.09 de_lowest_ev=3.039 homo_lumo_gap_ha=0.355
O -3.46745 0.13811 -0.09269 0.662 -1.029 -0.122 -0.550
C -2.26641 0.10280 0.00200 2.940 1.337 1.363 0.324
C -1.50993 1.47823 0.02536 -0.563 -0.995 -0.345 -0.466
C -0.21489 1.83199 -0.05687 -0.335 -1.008 0.691 -0.140
C 1.08408 1.16477 -0.44442 0.465 2.395 -2.175 -0.301
C 2.34226 1.13496 0.38062 0.507 -0.398 0.911 -0.711
C 1.83272 -0.02115 0.08569 -1.413 -0.304 -0.388 0.468
C 1.35402 -1.45460 0.08140 0.447 0.232 1.452 -0.622
C -0.06617 -1.42891 -0.49742 -0.954 -0.440 -0.555 -0.860
C -1.30051 -1.12611 0.44028 -0.814 1.264 1.619 -0.657
H -2.27170 2.24878 0.16923 0.389 0.055 -0.012 0.327
H -0.01041 2.86723 0.10636 -0.154 0.841 -0.002 0.331
H 1.21508 1.67873 -1.52853 0.125 -1.788 1.740 0.192
H 3.12465 1.64302 0.96825 -0.717 -0.195 -0.514 0.371
H 1.53587 -1.98726 1.06433 -0.903 1.017 -0.497 0.278
H 1.98899 -2.10322 -0.48262 0.458 -0.067 -1.209 0.353
H -0.34018 -2.39104 -0.90726 0.351 -0.620 0.032 0.523
H -0.00436 -0.82578 -1.45131 -0.391 -0.105 1.320 0.442
H -1.99444 -1.95739 0.52107 0.170 -0.471 -0.437 0.377
H -1.03122 -0.99318 1.61653 -0.268 0.278 -2.873 0.321



47
Properties=species:S:1:pos:R:3:forces:R:3:mulliken_charge:R:1 method="wB97M-V/def2-TZVPD" charge=-1 multiplicity=1 lumo_energy_ha=0.1031 homo_energy_ev=-3.54 de_lowest_ev=0.748 homo_lumo_gap_ha=0.233
C 0.59984 -0.38811 1.20169 -0.394 -0.347 -0.848 -0.390
O 0.53970 0.37025 0.06562 -0.004 -0.166 -0.199 -0.771
H 1.40918 -1.16143 1.20107 0.060 0.073 0.030 0.257
H 0.75444 0.17922 2.14694 -0.160 0.053 -0.010 0.093
H -0.34290 -0.98034 1.27815 0.081 -0.067 0.702 -0.055
C 1.49577 -1.94167 -2.73318 -0.742 1.486 -0.413 -0.084
O 0.56292 -2.58954 -1.90627 0.342 -1.127 0.322 -0.596
H 1.96593 -2.57948 -3.48204 -0.160 -0.570 0.371 0.385
H 0.91809 -1.19964 -3.30131 0.344 0.063 -0.246 0.064
H 2.25762 -1.36755 -2.20352 0.013 -0.222 0.231 0.018
H 0.27192 -1.97654 -1.21828 0.174 0.359 -0.189 0.282
C 0.51838 1.35871 -4.56102 -0.638 -0.158 -0.556 -0.628
O 0.73221 1.47323 -3.19085 0.034 0.021 -0.361 -0.291
H 1.15373 0.59605 -5.03931 0.170 0.173 -0.023 0.250
H -0.51699 1.08473 -4.82847 0.008 -0.109 0.270 0.255
H 0.65635 2.32382 -5.05485 0.405 0.017 0.168 0.275
H 0.40854 0.65186 -2.79263 -0.076 0.448 0.358 0.203
C -1.49271 3.46493 1.21133 0.923 0.582 0.103 -0.308
O -0.23041 4.14594 1.06495 -0.079 0.003 0.110 -0.493
H -1.93723 3.77359 2.16127 -0.273 -0.262 -0.039 0.310
H -2.13165 3.76034 0.37834 -0.213 -0.309 0.039 0.200
H -1.25649 2.40269 1.21287 -0.249 -0.065 -0.179 0.019
H -0.25244 4.93352 1.61139 -0.011 0.035 -0.062 0.270
C -2.58200 -0.20188 -1.37969 -0.220 -0.142 -0.355 -0.742
O -1.28143 0.05962 -1.80837 -0.012 -0.484 -0.280 -0.434
H -2.66199 -0.74028 -0.42797 0.239 0.250 0.167 0.191
H -3.16288 0.72906 -1.33589 -0.109 -0.062 0.232 0.251
H -3.08082 -0.85976 -2.10377 0.022 0.104 -0.101 0.267
H -0.63607 0.12268 -1.04348 0.411 0.406 0.784 0.216
C 4.25424 0.33970 -1.29439 -0.295 -0.559 0.327 -0.620
O 3.45841 0.84674 -2.34043 0.085 0.047 -0.118 -0.397
H 3.64255 0.34476 -0.38978 0.035 0.464 0.004 0.155
H 4.49257 -0.72727 -1.40930 0.229 0.121 -0.301 0.286
H 5.17183 0.92163 -1.16723 0.032 -0.061 0.129 0.270
H 3.74365 0.47555 -3.17803 0.051 0.010 -0.004 0.273
C -1.80813 -3.42424 2.10284 0.135 -1.013 -0.471 -0.242
O -2.98134 -4.23971 1.98252 -0.218 0.205 0.204 -0.556
H -1.03021 -4.01105 2.60116 0.093 0.308 0.231 0.294
H -1.42791 -3.18708 1.10831 -0.007 0.417 0.084 0.048
H -2.05108 -2.53395 2.66910 -0.043 0.055 -0.034 0.166
H -2.76691 -4.97807 1.40830 0.026 0.032 -0.036 0.295
C -0.58378 0.75803 5.25657 -0.192 -0.243 0.650 -0.209
O -1.90927 0.42448 5.69270 0.041 0.065 -0.341 -0.515
H -0.49164 1.83247 5.09271 0.152 -0.025 -0.100 0.233
H 0.10615 0.42261 6.03822 0.276 0.224 -0.176 0.263
H -0.34677 0.22366 4.34125 -0.223 0.017 -0.087 -0.043
H -2.15099 1.06772 6.36276 -0.063 -0.047 0.015 0.285